# 1
The following is a DFT calculation (ωB97M-V with the def2-TZVPD basis set) of a molecular structure, C20H57BBaF3NO24P5.

```
112
Properties=species:S:1:pos:R:3:lowdin_charge:R:1
Ba -2.035 3.055 -0.131 1.7905
B 0.084 -0.282 -0.945 -0.4325
H 0.138 0.589 -1.580 -0.1296
H -0.689 -0.915 -1.352 -0.0900
H 0.986 -0.872 -0.895 -0.0799
H -0.145 0.084 0.044 -0.1302
C 0.575 -5.406 -2.221 0.0414
N -0.425 -5.189 -3.302 -0.4399
O -1.560 -5.550 -3.023 0.0439
O -0.023 -4.869 -4.419 0.0546
H 0.962 -6.406 -2.419 0.1062
H 0.045 -5.319 -1.273 0.0956
H 1.383 -4.679 -2.295 0.0974
C -0.650 -0.544 5.367 -0.1057
O -0.047 0.507 6.081 -0.2248
P 0.726 1.722 5.357 0.4632
O 0.136 2.115 4.027 -0.2878
O 0.822 2.872 6.468 -0.2164
C 1.853 3.864 6.430 -0.0838
O 2.257 1.158 5.301 -0.2282
C 2.865 0.569 6.457 -0.1122
H -0.268 -1.499 5.728 0.0896
H -0.336 -0.620 4.325 0.0918
H -1.719 -0.530 5.575 0.0947
H 2.122 4.083 7.464 0.0916
H 1.492 4.810 6.028 0.0922
H 2.794 3.469 6.046 0.0870
H 3.796 1.052 6.754 0.0849
H 3.268 -0.443 6.406 0.0887
H 2.265 0.602 7.366 0.0900
C 2.999 6.577 1.446 -0.1501
O 3.753 6.293 0.315 -0.2117
P 3.736 4.779 -0.340 0.5401
O 2.338 4.250 -0.545 -0.2955
O 4.696 4.887 -1.656 -0.2149
C 4.432 5.872 -2.648 -0.0987
O 4.578 3.834 0.733 -0.2109
C 4.492 2.478 0.423 -0.1450
H 2.140 7.228 1.283 0.0842
H 3.553 7.037 2.265 0.0956
H 2.504 5.694 1.850 0.0769
H 5.143 6.684 -2.492 0.0944
H 3.431 6.302 -2.655 0.0879
H 4.647 5.382 -3.598 0.0936
H 3.640 2.071 0.969 0.0869
H 5.321 1.944 0.887 0.0975
H 4.278 2.209 -0.611 0.0915
C -6.069 5.399 -5.577 -0.1164
O -5.792 4.178 -6.260 -0.2322
P -5.535 2.771 -5.398 0.5463
O -5.001 2.967 -4.045 -0.2779
O -7.086 2.257 -5.363 -0.2453
C -8.076 2.677 -4.395 -0.0777
O -4.741 1.685 -6.413 -0.2217
C -4.553 0.379 -6.003 -0.1410
H -6.895 5.920 -6.060 0.0970
H -5.216 6.077 -5.617 0.0843
H -6.236 5.214 -4.516 0.0650
H -7.866 3.665 -3.986 0.0722
H -8.241 1.950 -3.600 0.0886
H -8.997 2.744 -4.974 0.0927
H -4.256 0.349 -4.955 0.0847
H -3.648 0.022 -6.494 0.0972
H -5.424 -0.223 -6.262 0.0997
C -5.754 -2.903 0.327 -0.0887
O -6.844 -2.105 0.817 -0.2258
P -6.503 -0.738 1.636 0.5373
O -5.428 0.147 1.043 -0.2989
O -7.941 0.063 1.761 -0.2498
C -8.091 1.175 2.620 -0.1164
O -6.280 -1.258 3.201 -0.2556
C -7.208 -2.117 3.868 -0.0926
H -5.954 -3.931 0.628 0.0933
H -4.778 -2.489 0.582 0.0891
H -5.759 -3.035 -0.755 0.0892
H -8.206 2.044 1.972 0.0844
H -7.193 1.451 3.173 0.0873
H -9.010 0.980 3.173 0.0991
H -7.302 -3.117 3.442 0.0937
H -8.190 -1.676 3.701 0.0760
H -7.053 -1.976 4.937 0.0979
C 3.575 -4.310 2.662 -0.0713
O 3.925 -5.468 3.477 -0.2638
P 4.497 -6.822 2.737 0.4679
O 4.108 -7.142 1.347 -0.2384
O 6.119 -6.531 2.764 -0.2135
C 6.665 -5.882 3.879 -0.1459
O 4.303 -8.002 3.806 -0.2102
C 4.360 -9.338 3.266 -0.1010
H 3.964 -4.401 1.648 0.0876
H 3.910 -3.397 3.156 0.0843
H 2.487 -4.257 2.648 0.0847
H 5.962 -5.297 4.473 0.0806
H 7.521 -5.244 3.659 0.0863
H 7.134 -6.617 4.533 0.0858
H 4.354 -10.040 4.099 0.0888
H 5.254 -9.480 2.658 0.0908
H 3.541 -9.698 2.644 0.0873
C 1.783 2.105 -5.288 -0.0545
C 3.085 1.646 -5.925 -0.2037
O 3.745 0.637 -5.180 0.0324
C 5.069 0.507 -5.172 -0.3549
O 5.888 1.222 -5.753 0.1384
C 5.516 -0.730 -4.438 -0.5730
F 4.482 -1.323 -3.848 0.1733
F 6.051 -1.646 -5.270 0.1665
F 6.428 -0.381 -3.553 0.1901
H 1.354 2.951 -5.825 0.0769
H 2.071 2.461 -4.299 0.0714
H 0.980 1.395 -5.086 0.0795
H 3.728 2.491 -6.172 0.1251
H 2.914 1.095 -6.849 0.1335
```

Total charge: +1
Gap between HOMO and LUMO, eV: 5.458

# 2
The following is a DFT calculation (ωB97M-V with the def2-TZVPD basis set) of 11 unconnected molecules or ions with the total composition C20H57BF4NO9.

```
92
Properties=species:S:1:pos:R:3:lowdin_charge:R:1
B -81.326 42.071 8.272 -1.4698
F -81.428 41.851 9.656 0.1154
F -81.236 43.455 8.122 0.1472
F -80.375 41.393 7.773 0.2887
F -82.469 41.624 7.672 0.1477
C -84.096 44.832 7.504 -0.0545
C -83.279 45.574 6.530 -0.2496
N -82.628 46.137 5.723 0.1330
H -83.943 44.765 8.495 0.0015
H -85.210 45.072 7.399 0.1259
H -83.885 43.794 7.404 0.0463
C -80.618 48.095 9.742 -0.1209
C -81.280 46.813 9.311 -0.3231
O -80.236 45.840 9.230 -0.0838
H -81.288 49.080 9.703 0.1044
H -79.797 48.219 8.950 0.0862
H -80.046 48.037 10.719 0.0808
H -81.448 46.706 8.215 0.1018
H -82.192 46.512 10.009 0.1393
H -80.586 45.182 8.765 -0.0464
C -77.746 45.443 4.977 -0.1257
C -78.977 45.004 5.758 -0.3138
O -79.160 43.581 5.703 -0.0457
H -77.849 45.392 3.910 0.0432
H -76.785 45.049 5.348 0.0622
H -77.389 46.607 5.026 0.1149
H -79.854 45.526 5.191 0.1120
H -78.985 45.473 6.811 0.1176
H -79.885 43.313 6.168 -0.0065
C -79.062 37.098 6.752 -0.0981
C -78.522 38.490 6.789 -0.3622
O -79.495 39.385 6.311 -0.0324
H -80.175 37.045 7.035 0.0867
H -78.252 36.382 7.354 0.1381
H -79.066 36.775 5.793 0.0097
H -77.587 38.467 6.392 0.0570
H -77.961 38.811 7.801 0.1491
H -79.424 40.070 6.952 0.0318
C -81.623 40.317 14.323 -0.0587
C -81.960 41.110 13.088 -0.2949
O -80.929 41.303 12.144 -0.0905
H -82.706 40.077 14.545 0.1066
H -81.374 40.960 15.085 0.0393
H -81.014 39.525 14.279 0.0361
H -82.622 41.949 13.309 0.1107
H -82.489 40.310 12.499 0.1222
H -81.352 41.545 11.323 0.0405
C -82.643 38.158 8.295 -0.0543
C -83.963 38.558 8.869 -0.2790
O -83.790 39.640 9.803 -0.1485
H -82.507 39.067 7.640 0.1137
H -82.497 37.296 7.804 0.0387
H -81.818 38.231 8.738 -0.0242
H -84.490 37.554 9.334 0.1617
H -84.545 38.896 8.212 0.0190
H -83.371 40.591 9.443 0.1535
C -79.006 37.466 10.529 -0.0664
C -79.479 38.926 10.572 -0.3094
O -78.954 39.526 11.721 -0.0881
H -79.491 37.047 9.628 0.0598
H -79.421 36.817 11.271 0.0531
H -77.907 37.421 10.644 0.0871
H -80.527 38.958 10.753 0.0990
H -79.201 39.494 9.664 0.1032
H -79.565 40.183 12.008 0.0166
C -85.150 42.771 10.724 -0.0971
C -84.321 43.972 11.098 -0.3898
O -84.921 45.152 10.727 -0.0861
H -86.180 42.825 11.096 0.0784
H -84.781 41.827 11.046 0.0465
H -85.205 42.649 9.641 0.0720
H -83.188 43.679 10.936 0.1512
H -84.216 43.854 12.217 0.1066
H -85.691 45.361 11.353 0.1400
C -84.315 42.042 3.310 -0.0754
C -83.557 42.164 4.544 -0.3130
O -84.032 41.175 5.502 -0.1464
H -84.557 41.035 3.071 0.0855
H -83.770 42.509 2.590 0.0499
H -85.185 42.569 3.428 0.0505
H -83.411 43.122 5.268 0.1411
H -82.580 41.987 4.365 0.0646
H -83.581 41.528 6.401 0.0966
C -77.642 43.382 9.089 -0.0714
C -77.952 42.398 10.257 -0.3074
O -77.162 41.221 10.174 -0.0452
H -78.187 44.337 9.254 0.0560
H -78.176 42.881 8.353 0.0119
H -76.371 43.538 8.978 0.1551
H -79.038 42.041 10.165 0.1144
H -77.771 42.971 11.191 0.1110
H -77.584 40.699 10.730 -0.0544
```

Total charge: -1
Gap between HOMO and LUMO, eV: 9.245

Electronic energy (computed, eV): -128256.287; -53125.396
ΔE to the lowest compared entry with this formula, charge and spin (computed, kcal/mol): 200.02; 7.58
LUMO energy (computed, eV): -5.17; 2.23